The following is a quantum chemistry calculation of a structure of composition C3H9N3O at a distorted geometry, from the Open Molecules 2025 dataset.

Max |F| in eV/Å: 2.63
Highest occupied orbital energy (alpha / beta) in eV: -7.51 / -7.51
Energy above the lowest of the compared OMol25 structures with the same formula, charge and spin in kcal per mole: 143.4

Element x y z (Å)
1 C -0.084812 1.372354 -0.524067
2 C 0.099048 -1.662104 -0.067816
3 N -1.261691 0.681389 -0.050509
4 N -0.252465 -0.527133 0.755206
5 C 0.904907 0.888675 0.569459
6 O -1.948066 0.149336 -1.137709
7 N 2.146217 0.680483 0.195528
8 H -2.865352 0.093799 -0.835269
9 H -0.649824 -0.769912 1.653353
10 H 2.661937 0.067527 0.822226
11 H 0.248805 1.020147 -1.503020
12 H -0.249975 2.449432 -0.489475
13 H 0.660873 1.415477 1.509219
14 H -0.569552 -1.775654 -0.929075
15 H 1.101519 -1.504675 -0.485424
16 H 0.058428 -2.579140 0.517373

Force components x, y, z for each atom (eV/Å):
1.1 -0.1 0.6
-0.1 0.0 -0.3
0.4 -2.1 1.2
-1.7 1.0 -1.7
1.1 2.2 -0.6
0.5 0.1 0.5
-0.9 -1.4 -0.7
0.1 -0.1 0.1
-0.4 0.2 -0.1
0.2 0.8 0.6
0.0 0.1 0.1
-0.1 0.0 -0.3
-0.1 -0.8 0.3
-0.1 0.1 0.2
0.1 0.1 0.2
0.1 0.0 0.0

Let us look at the Mulliken charges, expressed in e, one per atom: number 1, C, carries -0.466; number 2, C, carries -0.850; number 3, N, carries -0.164; number 4, N, carries -0.247; number 5, C, carries 0.053; number 6, O, carries -0.362; number 7, N, carries -0.836; number 8, H, carries 0.372; number 9, H, carries 0.304; number 10, H, carries 0.208; number 11, H, carries 0.320; number 12, H, carries 0.345; number 13, H, carries 0.356; number 14, H, carries 0.254; number 15, H, carries 0.359; number 16, H, carries 0.353

***

The following is a quantum chemistry calculation of a cluster of 2 separate species, C31H27N3O2 in total at a distorted geometry, from the Open Molecules 2025 dataset.

Max |F| in eV/Å: 2.47
Highest occupied orbital energy in eV: -6.82
Energy above the lowest of the compared OMol25 structures with the same formula, charge and spin in kcal per mole: 0.0

Element x y z (Å)
1 C -0.048470 2.691228 1.415176
2 N -1.260357 3.366831 1.438914
3 O -1.390854 4.435848 0.772867
4 O -2.248141 2.867248 2.056713
5 C 0.392454 1.921540 2.526403
6 C -0.519543 1.374155 3.470740
7 C -0.075442 0.538813 4.484204
8 C 1.293158 0.259988 4.629268
9 C 1.718008 -0.687113 5.618644
10 N 2.017276 -1.496452 6.413115
11 C 2.216710 0.887184 3.781469
12 C 1.778650 1.693980 2.744704
13 H 0.680134 3.064663 0.691543
14 H -1.565789 1.638813 3.385461
15 H -0.786742 0.091062 5.176480
16 H 3.287167 0.707093 3.930496
17 H 2.491095 2.204618 2.092005
18 C 3.561114 -2.296320 3.313632
19 C 2.597871 -3.296177 3.436658
20 C 1.742526 -3.580371 2.375232
21 C 1.832550 -2.833776 1.195908
22 C 0.894257 -3.141779 0.056111
23 N 0.570676 -1.952707 -0.767051
24 C 0.867909 -2.022389 -2.214553
25 C -0.328542 -1.850331 -3.114619
26 C -0.213903 -1.076292 -4.273318
27 C -1.350073 -0.799280 -5.035516
28 C -2.589529 -1.335176 -4.665931
29 C -2.676672 -2.207207 -3.573503
30 C -1.539666 -2.471902 -2.803257
31 C -0.028947 -0.900911 -0.203283
32 C -0.272186 0.302917 -0.870718
33 C -1.215163 1.232545 -0.482512
34 C -1.683059 2.264100 -1.388175
35 C -3.008740 2.757914 -1.296880
36 C -3.462847 3.752429 -2.157633
37 C -2.610074 4.275392 -3.145342
38 C -1.314995 3.756068 -3.286013
39 C -0.861612 2.752060 -2.428896
40 C 2.816538 -1.857247 1.055305
41 C 3.678715 -1.580040 2.117853
42 H 4.230794 -2.080845 4.145662
43 H 2.504850 -3.854867 4.368416
44 H 0.986759 -4.367616 2.437456
45 H 1.333174 -3.890378 -0.615008
46 H -0.045185 -3.563834 0.443400
47 H 1.646651 -1.285638 -2.465123
48 H 1.307100 -3.014881 -2.378689
49 H 0.767137 -0.676975 -4.546985
50 H -1.261349 -0.165533 -5.917677
51 H -3.481886 -1.096784 -5.246088
52 H -3.624416 -2.680425 -3.312791
53 H -1.594184 -3.140889 -1.939231
54 H -0.348844 -1.032350 0.839258
55 H 0.300460 0.499926 -1.781787
56 H -1.801714 1.027228 0.419763
57 H -3.669488 2.315145 -0.551789
58 H -4.481367 4.122334 -2.053856
59 H -2.962603 5.070145 -3.804162
60 H -0.657135 4.130670 -4.071757
61 H 0.139947 2.332165 -2.566903
62 H 2.899038 -1.298698 0.117763
63 H 4.426801 -0.798921 2.008427

Force components x, y, z for each atom (eV/Å):
-0.1 0.7 -0.7
-0.7 0.7 -0.7
0.3 -1.4 0.7
0.7 0.7 -0.7
-0.2 -0.7 0.7
0.4 -0.3 0.3
0.2 0.2 -0.2
-0.1 0.1 -0.1
0.6 -1.6 1.6
-0.5 1.7 -1.7
0.2 -0.1 -0.1
-0.3 0.0 -0.2
-0.4 0.3 0.5
0.3 -0.3 0.0
0.1 0.1 -0.1
-0.5 0.1 -0.1
-0.1 -0.3 0.2
0.1 0.1 -0.3
0.0 -0.2 0.0
0.0 0.4 -0.2
0.2 -0.2 0.1
-0.4 0.1 -0.1
-0.1 -0.2 0.0
0.5 -0.1 0.3
-0.2 0.0 -0.2
-0.3 0.0 0.3
0.0 -0.2 0.1
0.2 -0.2 0.1
0.3 0.1 0.0
-0.1 0.3 -0.2
0.0 0.2 -0.2
0.8 -0.4 -0.3
-0.1 -0.3 0.7
-0.4 0.6 -0.6
0.6 -0.2 0.2
0.4 0.0 -0.3
-0.1 -0.4 0.5
-0.1 -0.2 0.2
-0.2 0.1 0.0
0.1 0.1 0.2
-0.2 -0.3 0.0
-0.2 0.0 -0.2
0.1 0.2 -0.2
0.2 0.3 0.2
-0.1 0.2 0.2
0.2 0.0 0.0
-0.2 -0.1 0.0
0.0 0.3 0.0
-0.4 0.0 0.1
-0.1 -0.1 0.2
0.3 -0.1 0.2
0.2 0.2 -0.1
-0.1 0.3 -0.2
0.0 0.0 -0.4
-0.5 -0.3 0.2
0.0 0.1 -0.3
0.2 0.3 -0.1
0.2 -0.1 -0.1
0.1 -0.2 0.2
-0.2 -0.1 0.2
-0.3 0.4 0.1
0.0 -0.1 0.4
-0.1 -0.2 0.1

Let us look at the Mulliken charges, expressed in e, one per atom: number 1, C, carries -1.464; number 2, N, carries 1.204; number 3, O, carries -0.721; number 4, O, carries -0.741; number 5, C, carries 1.462; number 6, C, carries -0.552; number 7, C, carries -0.799; number 8, C, carries 0.644; number 9, C, carries -0.031; number 10, N, carries -0.620; number 11, C, carries -0.485; number 12, C, carries -0.754; number 13, H, carries 0.322; number 14, H, carries 0.520; number 15, H, carries 0.449; number 16, H, carries 0.548; number 17, H, carries 0.367; number 18, C, carries -0.482; number 19, C, carries -0.572; number 20, C, carries -0.611; number 21, C, carries 0.736; number 22, C, carries -1.008; number 23, N, carries 0.488; number 24, C, carries -1.150; number 25, C, carries 0.581; number 26, C, carries -0.333; number 27, C, carries -0.642; number 28, C, carries -0.470; number 29, C, carries -0.709; number 30, C, carries -0.214; number 31, C, carries -1.182; number 32, C, carries 0.252; number 33, C, carries -0.383; number 34, C, carries 0.651; number 35, C, carries -0.086; number 36, C, carries -0.613; number 37, C, carries -0.417; number 38, C, carries -0.785; number 39, C, carries -0.401; number 40, C, carries -0.162; number 41, C, carries -0.464; number 42, H, carries 0.416; number 43, H, carries 0.390; number 44, H, carries 0.362; number 45, H, carries 0.392; number 46, H, carries 0.361; number 47, H, carries 0.349; number 48, H, carries 0.562; number 49, H, carries 0.396; number 50, H, carries 0.393; number 51, H, carries 0.403; number 52, H, carries 0.394; number 53, H, carries 0.356; number 54, H, carries 0.484; number 55, H, carries 0.199; number 56, H, carries 0.587; number 57, H, carries 0.357; number 58, H, carries 0.395; number 59, H, carries 0.387; number 60, H, carries 0.384; number 61, H, carries 0.359; number 62, H, carries 0.291; number 63, H, carries 0.407

***

The following is a quantum chemistry calculation of a cluster of 2 separate species, C5H14N2O in total at a distorted geometry, from the Open Molecules 2025 dataset.

Max |F| in eV/Å: 4.29
Highest occupied orbital energy in eV: -7.07
Energy above the lowest of the compared OMol25 structures with the same formula, charge and spin in kcal per mole: 217.6

Element x y z (Å)
1 C 1.430068 1.303830 1.936700
2 O -2.023190 1.366414 -2.204117
3 C 0.403736 0.369808 1.702231
4 C -0.406301 0.781978 0.350079
5 C -1.120616 -0.301452 -0.416759
6 C -0.465569 -0.805667 -1.731830
7 N 0.290846 -1.987292 -1.470032
8 N 1.152731 -1.045680 1.239001
9 H -2.352304 2.265611 -2.080480
10 H 1.373696 2.022820 2.768173
11 H -0.146688 -0.042182 2.563365
12 H -1.044070 1.549514 0.808317
13 H 0.218202 1.389424 -0.330466
14 H -1.398289 -1.115094 0.248451
15 H -2.015320 0.214280 -0.804993
16 H -1.273584 -0.978911 -2.437576
17 H -0.020952 0.128198 -2.070542
18 H 0.804998 -2.470423 -2.186049
19 H 0.866277 -1.928825 -0.642675
20 H 2.384872 1.249211 1.442067
21 H 2.034984 -0.544331 1.141714
22 H 1.306476 -1.421229 2.175422

Force components x, y, z for each atom (eV/Å):
-0.6 0.3 1.4
0.0 0.0 0.1
1.4 -3.9 -1.2
-0.5 1.7 0.3
1.0 -1.0 0.4
-0.6 0.8 1.4
0.6 -0.8 0.4
-0.2 3.0 1.5
-0.2 -0.1 0.1
-0.1 -0.1 -0.6
-0.7 1.3 -0.5
-0.4 -0.3 -0.4
0.1 -0.4 0.3
-0.2 -0.3 -0.1
-0.6 1.2 -0.4
-0.1 -0.2 -0.1
0.8 -0.2 -0.6
-0.2 0.4 -0.6
-0.1 0.1 0.0
0.0 0.2 -0.6
0.7 -1.1 -0.9
0.0 -0.6 -0.1

Let us look at the Mulliken charges, expressed in e, one per atom: number 1, C, carries -0.588; number 2, O, carries -0.765; number 3, C, carries -0.067; number 4, C, carries -0.609; number 5, C, carries -0.751; number 6, C, carries -0.544; number 7, N, carries -0.549; number 8, N, carries -0.633; number 9, H, carries 0.163; number 10, H, carries 0.258; number 11, H, carries 0.460; number 12, H, carries 0.387; number 13, H, carries 0.382; number 14, H, carries 0.431; number 15, H, carries 0.477; number 16, H, carries 0.398; number 17, H, carries 0.338; number 18, H, carries 0.200; number 19, H, carries 0.210; number 20, H, carries 0.296; number 21, H, carries 0.228; number 22, H, carries 0.278